Below is one molecule with the formula H4NP at a distorted geometry, with properties calculated with ωB97M-V/def2-TZVPD.

Last column: Mulliken charge in e.
Geometry (Å):
P1 -0.231 -0.239 0.046  0.129
N1 0.144 1.262 -0.081  -0.570
H1 0.944 1.493 0.506  0.192
H2 0.689 -1.232 -0.517  0.063
H3 -1.009 -0.327 -1.142  0.098
H4 -0.536 -0.959 1.188  0.088

Atomic forces in eV per Å
P 1.3 -0.7 -3.6
N 0.7 0.6 1.2
H -0.2 0.4 0.0
H -0.2 0.4 0.8
H -0.9 -0.6 1.2
H -0.8 -0.1 0.5

Output
Calculated total energy = -10841.6559 eV
Frontier orbital gap = 0.372 Eh
Relative energy (zero: lowest compared OMol25 entry of this formula, charge and spin) = 34.0 kcal/mol